[1]
2 unconnected molecules or ions with the total composition C3H9NO3 at a distorted geometry, computed with ωB97M-V/def2-TZVPD.

Element x y z (Å)
C1 -2.7757 0.9492 1.6837
C2 -1.8398 0.5934 0.5112
N1 -0.7551 1.5743 0.3504
C3 0.1788 1.0043 -0.5190
O1 -0.0378 0.4424 -1.5504
O2 1.4117 0.9389 0.0632
H1 -2.4982 1.9202 2.1040
H2 -3.7891 1.0628 1.2768
H3 -2.8626 0.1296 2.3945
H4 -1.6884 -0.5014 0.5139
H5 -2.5243 0.5331 -0.3553
H6 -0.3369 1.7834 1.2491
H7 2.2511 1.1436 -0.3976
O3 3.2626 -4.4564 -0.6531
H8 3.2113 -5.3147 -1.0922
H9 3.1408 -3.9198 -1.4439

Values from the calculation:
HOMO level: -10.117 eV
E_tot: -400.16658 Eh
orbital gap: 10.746 eV
SMILES string: CCNC(=O)O.O
energy above the lowest of the compared OMol25 structures with the same formula, charge and spin: 34.5 kcal per mole


[2]
A molecular structure, C31H32BF4N7OS2Ti at a distorted geometry, computed with ωB97M-V/def2-TZVPD.

Element x y z (Å)
Ti1 0.7406 1.4839 -0.2927
S1 2.3137 4.5674 -0.2126
C1 0.7230 4.5001 -0.7443
N1 -0.0747 3.4377 -0.6944
C2 -1.3767 3.7334 -1.0949
C3 -2.4593 2.8553 -1.0658
C4 -3.6933 3.2930 -1.5148
C5 -3.8696 4.5922 -1.9925
C6 -2.8050 5.4785 -2.0098
C7 -1.5686 5.0441 -1.5509
S2 -0.0767 5.9204 -1.4152
H1 -2.3089 1.8440 -0.7177
H2 -4.5314 2.6071 -1.5030
H3 -4.8415 4.9113 -2.3479
H4 -2.9335 6.4928 -2.3670
C8 -1.3733 -2.0078 -0.4887
C9 -1.6816 -1.3932 -1.8250
C10 -2.4701 -2.0674 -2.7442
C11 -2.7603 -1.5175 -3.9877
C12 -2.2414 -0.2702 -4.2981
C13 -1.4455 0.4406 -3.4060
C14 -0.9110 1.7867 -3.8206
C15 -1.1497 -0.1157 -2.1371
N2 -0.3756 0.5390 -1.2255
H5 -1.5364 -3.0876 -0.5172
H6 -2.0157 -1.5954 0.2977
H7 -0.3418 -1.8059 -0.1908
H8 -2.8601 -3.0462 -2.4808
H9 -3.3776 -2.0520 -4.6992
H10 -2.4582 0.1777 -5.2639
H11 -0.3325 1.7097 -4.7471
H12 -0.2656 2.2120 -3.0589
H13 -1.7273 2.4909 -4.0036
F1 4.0908 -0.5633 0.8412
B1 2.8868 0.0510 1.1508
F2 2.6049 -0.0059 2.5053
F3 2.8738 1.4126 0.6994
F4 1.8202 -0.5342 0.3871
C16 3.6768 -1.5464 -2.1218
N3 2.7502 -0.7112 -2.8877
C17 1.6709 -1.4168 -3.5841
C18 2.4689 0.4800 -2.4048
N4 2.2077 1.5304 -1.9960
H14 4.1367 -2.2570 -2.8086
H15 3.1519 -2.0776 -1.3247
H16 4.4412 -0.9224 -1.6676
H17 2.1226 -2.1306 -4.2733
H18 1.0633 -0.7071 -4.1387
H19 1.0232 -1.9411 -2.8770
C19 3.6499 -4.2424 2.6170
C20 2.2626 -3.6718 2.7125
C21 1.9256 -2.7807 3.7212
C22 0.6551 -2.2433 3.8300
C23 -0.3200 -2.5803 2.8980
N5 -1.6728 -2.1578 2.9741
C24 -2.2934 -1.3763 3.9165
O1 -3.4207 -1.6208 4.3198
N6 -1.6016 -0.2825 4.3738
C25 -0.7538 0.5828 3.6602
C26 -0.0137 1.5229 4.3715
C27 0.7040 2.4715 3.6694
C28 0.6529 2.4471 2.2889
N7 0.0079 1.4922 1.6075
C29 -0.6885 0.5803 2.2819
C30 0.0081 -3.4528 1.8660
C31 1.2797 -3.9939 1.7829
H20 4.0161 -4.5577 3.5951
H21 4.3521 -3.4971 2.2273
H22 3.6720 -5.1075 1.9534
H23 2.6755 -2.4906 4.4469
H24 0.4317 -1.5698 4.6404
H25 -2.3360 -2.8216 2.6077
H26 -2.0972 0.1409 5.1422
H27 -0.0233 1.5089 5.4551
H28 1.2834 3.2333 4.1710
H29 1.1830 3.1962 1.7042
H30 -1.2079 -0.1544 1.6812
H31 -0.7444 -3.7146 1.1300
H32 1.5094 -4.6797 0.9750

Values from the calculation:
⟨S²⟩: 0.762
HOMO level (spin up / spin down): -3.519 / -4.337 eV
E_tot: -3729.67041 Eh
multiplicity: 2
total charge: -1
orbital gap (spin up / spin down): 6.041 / 6.854 eV
energy above the lowest of the compared OMol25 structures with the same formula, charge and spin: 14.4 kcal per mole


[3]
A molecular structure, AgH18O9 at a distorted geometry, computed with ωB97M-V/def2-TZVPD.

Element x y z (Å)
Ag1 -0.1831 -0.2155 -0.0671
O1 -0.3491 2.0195 -2.6181
H1 -0.3231 2.1915 -3.5071
H2 0.1989 1.1755 -2.5601
O2 0.9899 -0.2335 -2.0031
H3 1.8589 -0.2205 -1.5761
H4 0.9069 -1.0695 -2.5021
O3 -2.4211 0.2615 -1.2681
H5 -3.2861 -0.0795 -1.0121
H6 -2.7791 1.0065 -1.7311
O4 1.1869 -2.1935 0.7349
H7 2.0279 -1.7715 0.8499
H8 0.8939 -2.3485 1.6829
O5 2.6809 0.2035 0.3039
H9 3.4889 0.1545 0.7809
H10 2.4949 1.1195 0.2499
O6 -1.3011 -2.4905 -0.5301
H11 -1.7431 -3.1155 0.0389
H12 -2.0311 -2.0435 -0.9791
O7 0.1649 2.1775 0.6479
H13 -0.1021 2.5075 1.5589
H14 -0.2581 2.7875 0.0229
O8 -1.4651 -0.0895 1.9689
H15 -2.3131 0.1215 1.6759
H16 -1.5811 -1.0115 2.0849
O9 1.1889 0.4065 2.9309
H17 0.2929 0.4645 2.5949
H18 1.7619 0.2845 2.2269

Values from the calculation:
HOMO level: -13.139 eV
E_tot: -834.69244 Eh
total charge: +1
orbital gap: 9.778 eV
energy above the lowest of the compared OMol25 structures with the same formula, charge and spin: 0.0 kcal per mole


[4]
A molecular structure, C44H103Li2N14O10 at a distorted geometry, computed with ωB97M-V/def2-TZVPD.

Element x y z (Å)
Li1 -5.0630 2.0804 2.2340
Li2 -4.3479 -0.7703 2.1843
C1 -0.9292 1.2820 1.8765
C2 -2.2997 1.1477 1.2847
C3 -2.3204 0.1101 0.1816
O1 -3.3132 1.1436 2.2552
H1 -0.6583 0.3578 2.4029
H2 -0.7611 2.0776 2.6020
H3 -0.1905 1.3798 1.0816
H4 -2.4238 2.0735 0.6892
H5 -3.1487 0.3355 -0.4971
H6 -2.2485 -0.9079 0.5740
H7 -1.4548 0.1688 -0.4850
C4 -5.1021 -2.4696 -0.4141
O2 -4.6398 -1.8986 0.5653
N1 -5.9215 -3.5591 -0.3191
N2 -4.7788 -2.1781 -1.6864
H8 -6.4411 -3.9393 -1.0892
H9 -6.2992 -3.7402 0.5959
H10 -4.1634 -1.4223 -1.9256
H11 -5.0437 -2.8548 -2.3784
C5 -2.7323 -2.4353 4.5168
O3 -3.1621 -1.8074 3.5386
N3 -3.4968 -3.2222 5.3147
N4 -1.4403 -2.3186 4.9008
H12 -4.4978 -3.1970 5.2450
H13 -3.0810 -3.4124 6.2096
H14 -1.2156 -2.5968 5.8394
H15 -0.9931 -1.5252 4.4672
C6 0.7457 4.8255 0.0394
O4 0.9362 3.6834 -0.3887
N5 1.4646 5.9189 -0.2901
N6 -0.2546 5.0657 0.9202
H16 2.1639 5.8790 -1.0104
H17 1.3054 6.7865 0.1858
H18 -1.0905 4.5168 0.9689
H19 -0.1823 5.9596 1.3741
C7 -2.9587 2.9341 5.3764
O5 -3.4236 3.5508 6.3354
N7 -3.0527 1.5911 5.3133
N8 -2.2698 3.4959 4.3589
H20 -3.6367 1.0528 5.9220
H21 -2.7129 1.2177 4.4357
H22 -2.3466 4.4752 4.1574
H23 -2.1373 2.8218 3.6203
C8 2.4849 0.6458 -0.6409
O6 3.3698 -0.1805 -0.8890
N9 2.5300 1.5795 0.3186
N10 1.2286 0.5890 -1.1386
H24 1.7979 2.2872 0.3210
H25 3.2955 1.7370 0.9525
H26 0.7486 1.4696 -1.0233
H27 1.0572 0.0504 -1.9754
C9 -1.0323 -4.5314 2.3747
C10 0.0349 -4.2975 1.2949
C11 -0.0656 -2.9544 0.6164
C12 0.4340 -1.7545 1.4785
C13 1.8629 -2.0019 1.8535
C14 2.0824 -3.3954 2.5446
N11 1.4095 -4.4919 1.7961
O7 1.7032 -5.7250 2.4128
C15 3.6247 -3.5457 2.3325
C16 1.6418 -3.2989 4.0305
C17 -0.3164 -5.2865 0.1835
H28 -0.9962 -3.7184 3.1108
H29 -0.8995 -5.4506 2.9416
H30 -2.0588 -4.3765 2.0325
H31 0.5650 -2.9444 -0.2737
H32 -1.0360 -2.6124 0.2481
H33 -0.2730 -1.6418 2.3057
H34 0.3402 -0.8723 0.8389
H35 2.0964 -1.1823 2.5422
H36 2.5093 -1.8161 0.9948
H37 3.7989 -3.5565 1.2602
H38 4.0415 -2.6315 2.7564
H39 3.9908 -4.4120 2.8828
H40 2.3543 -2.6405 4.5298
H41 0.6714 -2.8187 4.1692
H42 1.5583 -4.3082 4.4304
H43 -0.3349 -6.3162 0.5460
H44 0.4450 -5.2763 -0.6021
H45 -1.2609 -5.0335 -0.2968
H46 2.4162 -6.0601 1.8594
C18 4.6381 -0.0873 5.3237
C19 3.9976 0.2444 3.9986
C20 2.4543 0.0258 4.0899
C21 1.5944 1.1196 4.6989
C22 1.9860 2.4340 3.9822
C23 3.4786 2.6960 3.9733
N12 4.2983 1.5897 3.4579
O8 5.6664 1.8744 3.4774
C24 3.6068 3.8192 2.9161
C25 3.9232 3.2845 5.3462
C26 4.5059 -0.7517 2.9553
H47 4.2311 0.3775 6.2240
H48 5.7118 0.1029 5.3220
H49 4.4836 -1.1579 5.4793
H50 2.1232 -0.0763 3.0505
H51 2.2139 -0.9222 4.5773
H52 1.6842 1.2183 5.7803
H53 0.5737 0.9222 4.3647
H54 1.5573 3.2652 4.5456
H55 1.5018 2.4590 3.0040
H56 4.5510 4.3674 2.9533
H57 3.4776 3.4235 1.9089
H58 2.8305 4.5851 2.9900
H59 3.9661 2.5576 6.1598
H60 4.8964 3.7643 5.2599
H61 3.2029 3.9909 5.7647
H62 5.5625 -0.7610 2.6848
H63 4.1418 -0.4647 1.9595
H64 4.0764 -1.7478 3.0751
H65 5.8394 2.4672 2.7387
C27 2.3845 1.0413 -5.0590
C28 2.2910 -0.4996 -4.8347
C29 3.3078 -0.6585 -3.7050
C30 3.2474 -2.0084 -2.9814
C31 1.7927 -2.2784 -2.5791
C32 0.6726 -2.1585 -3.6617
N13 0.9537 -0.8887 -4.3540
O9 0.0417 -0.5751 -5.4024
C33 0.6827 -3.4500 -4.4884
C34 -0.6782 -1.9882 -2.9373
C35 2.7923 -1.1971 -6.1137
H66 1.8920 1.4862 -4.1858
H67 1.7772 1.3543 -5.9074
H68 3.4137 1.3709 -4.9485
H69 4.3449 -0.5946 -4.0370
H70 3.1184 0.0752 -2.9184
H71 4.0078 -2.0041 -2.1992
H72 3.6186 -2.8130 -3.6264
H73 1.5751 -1.7398 -1.6516
H74 1.8205 -3.2985 -2.1782
H75 -0.0978 -3.4001 -5.2537
H76 1.6270 -3.5600 -5.0166
H77 0.4435 -4.3428 -3.9116
H78 -1.4877 -1.7497 -3.6332
H79 -0.9987 -2.9124 -2.4529
H80 -0.6522 -1.1472 -2.2418
H81 3.8722 -1.0860 -6.1870
H82 2.2364 -0.9456 -7.0166
H83 2.6009 -2.2717 -6.0562
H84 -0.4641 0.1035 -4.9326
C36 -4.6690 0.2049 -4.1080
C37 -3.8351 1.1820 -4.9389
C38 -4.8258 2.2643 -5.3775
C39 -4.1452 3.5190 -5.8423
C40 -3.2328 4.1070 -4.7627
C41 -2.1873 3.1426 -4.2471
N14 -2.8000 1.7664 -4.0414
O10 -1.8582 0.8749 -3.4950
C42 -0.9856 3.0076 -5.2311
C43 -1.6067 3.6237 -2.9168
C44 -3.3230 0.3886 -6.1550
H85 -5.0885 0.7184 -3.2402
H86 -4.0722 -0.6813 -3.8741
H87 -5.5250 -0.1918 -4.6581
H88 -5.3989 1.8658 -6.2215
H89 -5.6269 2.4113 -4.6491
H90 -4.9908 4.1918 -6.0023
H91 -3.5446 3.4023 -6.7434
H92 -3.7600 4.4856 -3.8835
H93 -2.7781 4.9576 -5.2741
H94 -0.1605 2.4722 -4.7683
H95 -1.3355 2.5412 -6.1521
H96 -0.7456 4.0511 -5.4432
H97 -1.3906 4.6865 -2.8180
H98 -2.3693 3.4084 -2.1588
H99 -0.7465 3.0102 -2.6521
H100 -3.2925 1.0226 -7.0442
H101 -4.0895 -0.3229 -6.4684
H102 -2.3769 -0.0853 -5.9054
H103 -2.3525 0.5892 -2.7200

Values from the calculation:
HOMO level: -9.575 eV
E_tot: -3272.11934 Eh
total charge: +1
orbital gap: 5.552 eV